A molecular structure, C10H10BeF3NO2 in a non-equilibrium geometry. Source: the Open Molecules 2025 dataset; level of theory: wB97M-V/def2-TZVPD.

E_HOMO   1.208 eV
HOMO-LUMO gap   4.19 eV
Molecular weight   242.20 g mol⁻¹
ΔE to the lowest compared entry with this formula, charge and spin   271.99 kJ/mol
Max |F|   3.27 eV/Å

Geometry as ORCA input:
```
! wB97M-V def2-TZVPD RIJCOSX def2/J DEFGRID3
* xyz -2 1
C 1.1301 -1.4177 -1.9137
C -0.2810 -1.3332 -2.1721
C -0.9651 -2.0212 -1.1126
C 0.0207 -2.4784 -0.1777
C 1.3123 -2.1316 -0.6845
Be 0.6207 0.4100 0.7913
C -1.3365 1.5444 -1.0129
C -0.0846 1.7819 -1.4291
C 0.7431 2.4174 -2.2939
N 1.5683 0.9759 -0.2756
H -2.0319 -2.2093 -1.0636
H -0.7379 -0.8870 -3.0473
H -0.1831 -3.0517 0.7172
H 2.2603 -2.3649 -0.2171
H 1.8996 -1.0156 -2.5578
H -2.0622 0.8720 -1.5087
H 2.3774 1.3935 0.3014
H -1.6832 1.9781 -0.0533
H 0.4202 3.1986 -2.9952
H 1.7980 2.1621 -2.2535
F -1.1268 1.1873 4.6857
C -0.7496 0.1788 3.8706
F 0.4129 -0.3402 4.3578
F -1.6704 -0.8188 3.9383
C -0.6256 0.6203 2.4019
O -0.6413 1.7952 2.0565
O -0.3843 -0.4460 1.6479
*
```



21 unconnected molecules or ions with the total composition H42O21 in a non-equilibrium geometry. Source: the Open Molecules 2025 dataset; level of theory: wB97M-V/def2-TZVPD.

E_HOMO   -10.506 eV
HOMO-LUMO gap   9.72 eV
Molecular weight   378.31 g mol⁻¹
ΔE to the lowest compared entry with this formula, charge and spin   680.58 kJ/mol
Max |F|   3.25 eV/Å

Geometry as ORCA input:
```
! wB97M-V def2-TZVPD RIJCOSX def2/J DEFGRID3
* xyz 0 1
O 1.8312 2.5970 -4.0135
H 1.0741 2.0163 -4.0532
H 2.1853 2.4682 -3.1366
O 2.5220 -3.3721 0.7046
H 2.4464 -4.2718 0.3569
H 2.9188 -2.9329 -0.0775
O -2.9149 0.3181 -0.1003
H -1.9934 0.3288 0.1774
H -2.9490 -0.1334 -0.9689
O 5.0517 1.1236 -1.0880
H 5.1482 0.3428 -0.5241
H 4.3930 1.6539 -0.6529
O -2.0225 2.8243 2.3514
H -1.1274 3.2089 2.5669
H -1.9940 2.8975 1.3948
O 1.0322 2.0032 0.1327
H 0.6904 1.4829 -0.5997
H 1.8886 2.3071 -0.1753
O 0.8651 -2.1201 3.6522
H 0.2256 -1.4106 3.7105
H 1.4381 -2.1776 4.4100
O -4.3026 2.7979 -0.2132
H -4.0724 1.8704 -0.2053
H -4.2117 3.0405 -1.1483
O 1.1265 3.1051 2.9131
H 0.8050 2.6138 2.1523
H 2.0713 3.1811 2.9963
O 3.9958 3.5798 0.3408
H 3.6002 4.0770 -0.3721
H 3.7696 3.8966 1.2085
O 3.2216 -0.4075 3.4916
H 2.4464 -0.4293 2.9124
H 3.6449 0.4201 3.2582
O -1.6537 -4.0686 1.9485
H -0.8149 -4.6024 2.0714
H -1.1849 -3.2950 2.2675
O -0.6625 -0.5750 1.1048
H -0.7966 -1.4505 1.4611
H 0.1043 -0.0620 1.3716
O 1.2515 -2.0897 -4.4312
H 1.4154 -3.0388 -4.3759
H 0.4900 -2.0532 -5.0316
O -0.0971 -4.2148 -3.0492
H -0.3953 -3.3415 -2.7431
H -0.5022 -4.8908 -2.5007
O 2.7072 -0.9202 -1.8451
H 3.3138 -0.2194 -1.5791
H 2.8250 -0.8183 -2.8014
O -1.7841 0.1646 -4.2136
H -2.3040 -0.5233 -3.8312
H -1.0807 -0.0600 -3.5774
O -4.7626 1.0854 2.0456
H -4.0502 0.4433 2.1991
H -4.5182 1.8604 2.5553
O -1.6860 -0.1279 4.2693
H -2.5232 -0.4268 3.9153
H -2.0440 0.6836 4.6723
O -3.9866 -0.7401 -2.3186
H -4.7575 -0.1670 -2.2347
H -3.5696 -0.5099 -3.1268
O -0.0159 -0.9835 -1.6398
H -0.3500 -0.9589 -0.6452
H 0.9239 -0.8351 -1.7323
*
```



A molecular structure, C3H3NO3 in a non-equilibrium geometry. Source: the Open Molecules 2025 dataset; level of theory: wB97M-V/def2-TZVPD.

E_HOMO   -11.014 eV
HOMO-LUMO gap   10.81 eV
Molecular weight   101.06 g mol⁻¹
ΔE to the lowest compared entry with this formula, charge and spin   341.31 kJ/mol
Max |F|   7.73 eV/Å

Geometry as ORCA input:
```
! wB97M-V def2-TZVPD RIJCOSX def2/J DEFGRID3
* xyz 0 1
C -1.0510 -0.3956 -0.2328
C -0.4717 1.0680 0.1549
C 1.3990 -0.3872 -0.1646
H -0.3101 1.2976 1.4436
H -1.1853 2.1434 -0.3404
H 0.0980 -2.0561 -0.0765
N 0.1476 -1.1570 0.3067
O -2.1882 -0.7795 -0.4040
O 0.9000 0.9174 -0.4474
O 2.6617 -0.6511 -0.2393
*
```



A molecular structure, C4H8N3S in a non-equilibrium geometry. Source: the Open Molecules 2025 dataset; level of theory: wB97M-V/def2-TZVPD.

E_HOMO   -13.851 eV
HOMO-LUMO gap   10.48 eV
Molecular weight   130.20 g mol⁻¹
ΔE to the lowest compared entry with this formula, charge and spin   233.90 kJ/mol
Max |F|   6.83 eV/Å

Geometry as ORCA input:
```
! wB97M-V def2-TZVPD RIJCOSX def2/J DEFGRID3
* xyz 1 1
C -0.5985 0.4366 -1.5838
C -0.4361 0.2067 0.9686
C -1.3069 0.4567 -0.2403
C 1.6684 0.0584 -0.9772
N 0.6408 0.3579 -1.8201
N 0.8456 0.2510 0.7787
N -1.0429 0.1092 2.0760
S 2.4532 -1.5002 -1.1083
H -1.1959 0.5207 -2.5115
H -1.9160 1.4982 -0.2487
H -1.9009 -0.4425 -0.3863
H 2.4381 0.8833 -0.7554
H 1.5371 -0.1298 1.4760
H -2.1060 0.0173 2.2605
H -0.5236 -0.2704 2.8925
H 1.4436 -2.4530 -0.8207
*
```



C10H15N2OPS in the gas phase in a non-equilibrium geometry. Source: the Open Molecules 2025 dataset; level of theory: wB97M-V/def2-TZVPD.

E_HOMO   -8.971 eV
HOMO-LUMO gap   9.66 eV
Molecular weight   242.28 g mol⁻¹
ΔE to the lowest compared entry with this formula, charge and spin   0.00 kJ/mol
Max |F|   1.30 eV/Å
SMILES string   C[C@@H]1[C@@H](c2ccccc2)S[P@@](N)(=O)N1C

Geometry as ORCA input:
```
! wB97M-V def2-TZVPD RIJCOSX def2/J DEFGRID3
* xyz 0 1
C -1.4724 -3.0433 2.6451
C -1.0585 -1.8453 3.2005
C -1.1187 -3.3562 1.3432
C -0.2980 -0.9613 2.4552
C -0.3615 -2.4722 0.5972
C 0.0522 -1.2643 1.1456
C 0.8402 -0.2832 0.3309
C -0.0054 0.3516 -0.7816
C -0.9942 1.3429 -0.1692
C 0.3101 1.3496 -3.0136
N 0.8688 1.0130 -1.7248
N 3.1593 1.8523 -0.7157
O 3.2109 0.5015 -2.9171
P 2.5002 0.6230 -1.6494
S 2.3123 -1.0903 -0.4363
H -2.0640 -3.7340 3.2272
H -1.3250 -1.5971 4.2173
H -1.4317 -4.2936 0.9083
H 0.0244 -0.0278 2.8944
H -0.0705 -2.7249 -0.4113
H 1.2230 0.5094 0.9809
H -0.5735 -0.4438 -1.2922
H -0.4580 2.1745 0.2822
H -1.5950 0.8478 0.5897
H -1.6556 1.7338 -0.9373
H 1.1339 1.5366 -3.6992
H -0.3065 0.5369 -3.4121
H -0.3000 2.2523 -2.9364
H 2.9542 1.8886 0.2709
H 4.1428 1.9719 -0.9062
*
```



2 unconnected molecules or ions with the total composition C5H10O2. Source: the Open Molecules 2025 dataset; level of theory: wB97M-V/def2-TZVPD.

E_HOMO   -9.271 eV
HOMO-LUMO gap   10.05 eV
Molecular weight   102.13 g mol⁻¹
ΔE to the lowest compared entry with this formula, charge and spin   201.95 kJ/mol
Max |F|   0.73 eV/Å
SMILES string   C/C=C/CC=O.O

Geometry as ORCA input:
```
! wB97M-V def2-TZVPD RIJCOSX def2/J DEFGRID3
* xyz 0 1
C 1.8085 -0.1875 -1.4527
C 0.6680 0.2373 -0.5797
O -0.7794 -1.8071 -1.1853
C 0.6032 0.0137 0.7349
C -0.4266 0.6288 1.6437
C -1.8640 0.7072 1.1816
O -2.3414 0.2317 0.1748
H 2.5271 0.6389 -1.4631
H 2.3191 -1.0761 -1.0676
H 1.5021 -0.3871 -2.4828
H -0.1189 0.8126 -1.0676
H -1.4846 -1.1493 -1.0978
H -0.3450 -1.6951 -0.3271
H 1.4003 -0.5558 1.2141
H -0.1324 1.6674 1.8561
H -0.4536 0.1423 2.6308
H -2.5142 1.2815 1.8743
*
```



What is the molecular weight in the fourth record? 130.20 g mol⁻¹



Among the records above, which one has the highest max |F|? C3H3NO3



The lowest max |F| belongs to which entry? C5H10O2



What is the E_HOMO in the third record? -11.014 eV